<one>
9
Properties=species:S:1:pos:R:3 method="wB97M-V/def2-TZVPD" homo_lumo_gap_ev=11.3737 smiles=N#C[C@H]1CN1 charge=0 homo_energy_ha=-0.3915
C 1.165 -0.045 0.053
C -0.237 -0.146 0.499
C -1.314 0.733 -0.060
H -0.356 -0.442 1.550
H -1.098 1.436 -0.850
H -2.113 1.071 0.630
H -1.873 -1.250 0.031
N 2.301 0.097 -0.175
N -1.193 -0.678 -0.442

=====

<two>
9
Properties=species:S:1:pos:R:3 method="wB97M-V/def2-TZVPD" homo_lumo_gap_ev=11.4629 smiles=N#C[C@H]1CN1 charge=0 homo_energy_ha=-0.3856
N 2.560 -0.474 -0.171
C 1.500 -0.014 -0.246
C 0.181 0.594 -0.245
C -0.982 -0.282 -0.480
N -0.569 0.281 0.934
H 0.167 1.623 -0.583
H -1.861 0.113 -0.008
H -0.740 -1.335 -0.672
H -0.255 -0.505 1.472

=====

Pick <one>: it beats the second-best structure by 160.9 kJ/mol.